[1]
46
Properties=species:S:1:pos:R:3:forces:R:3 method="wB97M-V/def2-TZVPD" homo_ev="-14.52 / -14.51" e_tot_ha=-4902.21265 e_lumo_ev="-7.74 / -10.28" multiplicity=5 charge=+2
C 3.506 0.314 2.237 -0.31 -0.70 -0.50
C 4.057 -0.383 0.821 0.17 0.21 0.75
C 5.151 0.547 0.029 0.77 0.12 0.34
C 2.800 -0.904 -0.106 1.06 -0.48 0.37
C 3.423 -2.029 -1.160 -0.39 0.73 -0.24
C 2.109 0.268 -1.029 1.63 -2.26 -1.57
O 1.494 1.370 -0.273 -4.27 0.64 -2.35
B 0.079 1.601 -0.705 2.92 -6.10 3.09
O -0.839 0.452 -0.569 0.90 4.75 -0.96
C -2.206 0.771 -1.011 -1.81 -1.00 -1.33
C -3.203 -0.479 -0.654 0.15 -0.69 -0.23
C -2.669 -1.885 -1.366 -0.08 0.00 -0.42
C -3.446 -0.746 0.944 -0.09 -0.13 0.20
C -2.851 0.408 1.945 0.60 -0.64 0.83
C -5.091 -0.945 1.141 0.38 0.62 0.21
P -0.377 3.352 -1.330 2.10 4.10 0.59
O 1.108 4.169 -1.750 -4.04 -1.27 -0.37
Br -1.386 4.572 0.359 1.09 -1.41 -1.79
H 4.363 0.890 2.796 -1.68 -1.36 -1.02
H 3.073 -0.597 2.872 1.06 2.16 -1.08
H 2.618 1.058 2.062 1.75 -1.35 0.16
H 4.640 -1.361 1.172 -1.29 2.08 -0.82
H 4.683 1.449 -0.574 0.86 -1.97 1.15
H 5.849 -0.124 -0.668 -1.74 1.56 1.34
H 5.898 1.052 0.810 -1.73 -1.21 -1.59
H 2.035 -1.433 0.635 1.37 1.26 -1.74
H 4.033 -1.430 -1.983 -1.30 -1.45 1.61
H 4.158 -2.792 -0.645 -1.64 1.67 -0.88
H 2.533 -2.612 -1.652 1.84 1.04 0.77
H 2.965 0.700 -1.739 -1.91 -0.68 1.75
H 1.359 -0.286 -1.769 1.24 1.30 1.71
H -2.662 1.747 -0.554 1.13 -1.67 -0.67
H -2.192 0.863 -2.199 -0.14 -0.14 2.49
H -4.252 -0.245 -1.129 2.09 -0.12 0.79
H -2.835 -2.833 -0.687 0.30 2.03 -1.23
H -1.518 -1.837 -1.623 -2.40 -0.05 0.57
H -3.278 -2.067 -2.355 1.37 0.38 1.87
H -2.915 -1.757 1.217 -1.14 2.03 -0.42
H -3.006 1.511 1.586 0.13 -2.18 0.64
H -3.281 0.295 3.052 0.76 0.27 -2.54
H -1.682 0.191 2.060 -2.57 0.63 -0.40
H -5.621 0.073 0.866 0.89 -2.15 0.79
H -5.352 -1.328 2.232 0.46 0.89 -1.86
H -5.420 -1.737 0.312 1.30 1.29 0.25
H 0.871 4.770 -2.526 0.62 -0.64 1.19
Fe -6.721 -2.613 0.909 -0.42 -0.14 0.51


[2]
54
Properties=species:S:1:pos:R:3:forces:R:3 method="wB97M-V/def2-TZVPD" homo_ev=-9.45 e_tot_ha=-22185.46046 e_lumo_ev=0.42
C 0.487 3.123 3.528 0.21 -0.05 -0.13
C 1.724 2.807 2.671 0.07 0.13 0.10
C 2.251 1.386 2.817 -0.10 0.20 0.03
N 1.160 0.365 2.677 0.57 -0.52 -0.15
P 0.798 -0.534 4.163 -0.24 0.21 -0.01
C -1.032 -0.581 4.086 0.35 0.04 0.10
O 1.119 -2.098 3.781 -0.20 0.03 0.03
S 1.293 -0.344 1.205 -0.31 0.26 0.16
O 2.278 -1.368 1.164 -0.03 0.01 -0.03
O 1.264 0.655 0.193 -0.03 -0.18 0.12
F -0.088 -1.079 1.177 0.07 0.04 0.02
H 0.040 2.223 3.951 -0.01 0.01 -0.02
H 0.739 3.781 4.359 -0.07 0.03 -0.01
H -0.279 3.589 2.913 0.00 0.14 0.20
H 1.531 3.011 1.617 -0.10 -0.13 0.02
H 2.537 3.479 2.960 0.04 -0.04 -0.09
H 3.026 1.196 2.071 0.05 0.01 0.06
H 2.712 1.243 3.796 -0.11 -0.05 0.02
H -1.417 -0.432 3.086 -0.12 -0.04 -0.16
H -1.361 -1.542 4.479 -0.03 0.02 0.02
H -1.397 0.218 4.736 -0.08 -0.04 -0.08
H 1.815 -2.439 4.350 0.16 -0.02 -0.13
Br -4.528 5.070 3.327 0.06 -0.01 -0.02
C -4.281 4.484 1.488 -0.11 0.04 0.06
C -4.235 2.985 1.372 0.09 -0.07 -0.06
Br -2.545 2.258 2.004 -0.13 -0.04 -0.04
H -3.370 4.953 1.130 0.00 -0.01 -0.03
H -5.133 4.868 0.934 -0.01 -0.01 0.01
H -4.317 2.692 0.328 0.00 0.02 0.00
H -5.018 2.503 1.948 -0.02 0.01 -0.01
Br 5.881 -3.507 -3.336 0.04 -0.01 0.02
C 4.861 -3.547 -1.678 0.00 -0.03 -0.04
C 4.329 -2.191 -1.305 -0.03 0.04 0.07
Br 5.718 -1.016 -0.621 0.02 0.01 -0.03
H 5.525 -3.952 -0.921 0.00 0.01 0.02
H 4.039 -4.235 -1.858 -0.01 0.01 -0.02
H 3.600 -2.276 -0.503 0.02 -0.01 -0.01
H 3.881 -1.679 -2.151 -0.02 -0.02 -0.01
Br 1.871 -5.276 -3.517 -0.05 0.00 -0.03
C 2.590 -6.267 -5.028 0.01 0.00 0.07
C 3.499 -5.421 -5.879 -0.02 0.04 -0.07
Br 2.505 -4.141 -6.953 0.02 0.00 0.04
H 1.735 -6.639 -5.583 0.01 -0.02 -0.01
H 3.141 -7.101 -4.600 0.02 0.02 0.00
H 4.040 -6.047 -6.585 -0.02 -0.02 0.00
H 4.200 -4.847 -5.282 0.02 -0.02 0.01
Br -4.816 4.566 -2.217 0.04 -0.01 0.01
C -5.162 2.824 -3.006 0.03 0.05 0.02
C -6.618 2.453 -2.917 -0.02 -0.05 0.06
Br -7.124 1.964 -1.104 -0.02 0.03 -0.02
H -4.530 2.114 -2.482 0.01 -0.03 -0.03
H -4.845 2.897 -4.044 -0.04 0.02 -0.01
H -6.825 1.580 -3.532 0.02 -0.01 0.01
H -7.268 3.271 -3.210 0.00 0.00 -0.03


[3]
49
Properties=species:S:1:pos:R:3:forces:R:3 method="wB97M-V/def2-TZVPD" homo_ev=-7.95 e_tot_ha=-21194.96077 e_lumo_ev=0.13
Br 2.736 0.757 0.797 5.29 0.13 -1.60
C 2.954 0.282 -1.119 -0.18 -1.69 0.00
C 2.229 -1.084 -1.382 3.60 2.13 -4.79
Br 2.423 -1.699 -3.256 -0.14 0.48 0.14
H 4.025 0.161 -1.279 -0.20 0.29 -0.11
H 2.500 1.071 -1.718 0.30 0.03 0.16
H 1.176 -0.905 -1.163 1.45 -1.01 -2.31
H 2.612 -1.870 -0.731 1.95 0.07 -3.17
Br -1.175 4.119 -0.049 -0.52 1.20 1.85
C 0.697 4.158 0.544 -0.09 1.09 -0.98
C 1.109 2.936 1.286 0.52 1.05 0.73
Br 2.781 3.178 2.357 -0.60 1.22 0.08
H 0.828 5.165 0.940 0.06 -0.42 0.43
H 1.148 4.136 -0.448 0.45 0.21 0.21
H 1.342 2.215 0.502 -0.26 0.89 1.03
H 0.466 2.464 2.029 -0.11 0.71 -0.49
Br 1.770 -4.857 3.608 0.38 -0.20 -0.26
C 2.252 -3.849 2.003 0.32 2.04 1.10
C 1.507 -2.452 2.219 -1.64 -1.97 -1.12
Br 1.449 -1.625 0.446 4.24 -10.20 6.79
H 2.075 -4.462 1.119 -0.86 0.46 0.15
H 3.322 -3.644 1.970 0.07 -0.25 0.47
H 1.785 -1.817 3.061 0.53 -0.20 -0.24
H 0.448 -2.698 2.303 0.21 -0.20 0.66
Br -4.014 0.838 -2.430 -0.35 -0.93 0.05
C -3.174 -0.844 -1.744 -1.43 -0.02 0.50
C -4.459 -1.612 -1.386 0.53 -0.87 0.08
Br -4.083 -3.369 -0.465 0.08 0.85 -0.23
H -2.609 -0.594 -0.846 -0.51 0.10 -0.48
H -2.471 -1.239 -2.478 -0.54 -0.11 -0.16
H -5.099 -1.952 -2.200 0.38 0.40 -0.14
H -5.050 -0.999 -0.706 0.15 -0.34 0.09
C -0.847 -1.079 1.092 -2.30 -0.37 -1.41
C -0.029 0.156 0.824 -4.66 1.35 2.46
C -0.021 0.606 -0.678 0.20 0.54 0.37
O -1.260 0.985 -1.182 -1.78 -0.81 1.33
C -1.236 1.966 -2.182 1.93 1.12 -0.27
N -0.781 1.138 1.632 0.26 0.87 -0.06
H -0.343 -1.824 0.475 -3.23 -0.73 0.57
H -1.846 -0.845 0.726 -0.20 -0.47 0.51
H -0.851 -1.384 2.138 -0.21 0.37 -0.13
H 0.929 -0.121 1.266 -1.91 3.04 0.39
H 0.371 -0.148 -1.361 -1.38 0.99 -0.09
H 0.689 1.430 -0.737 -0.21 0.14 -0.37
H -2.154 2.267 -2.686 0.15 -0.95 0.44
H -0.497 1.630 -2.909 0.10 0.44 -0.46
H -0.971 2.858 -1.613 0.78 -0.36 -1.62
H -1.319 0.738 2.388 -0.19 -0.11 -0.41
H -1.338 1.718 1.022 -0.45 0.03 0.30


[4]
45
Properties=species:S:1:pos:R:3:forces:R:3 method="wB97M-V/def2-TZVPD" homo_ev="-2.84 / -3.48" e_tot_ha=-2788.70549 e_lumo_ev="3.02 / 3.01" multiplicity=3 charge=-1
V -0.109 0.080 1.953 -0.75 1.59 -1.45
Cl -1.417 1.923 1.587 -0.46 0.93 0.21
Cl 0.998 -1.932 1.814 0.77 -1.35 0.37
H -1.336 -0.789 1.694 -1.94 -1.86 -0.58
H 1.184 0.720 1.427 2.45 0.71 -0.78
P -0.096 0.129 -1.144 0.12 -0.70 3.73
C 0.219 1.854 -1.692 -0.24 -0.01 -0.70
C 1.073 -1.027 -1.994 -0.60 0.57 -0.73
C -1.876 -0.282 -1.448 0.46 0.51 -0.68
C 1.239 2.584 -0.798 -0.09 -0.05 0.03
H -0.765 2.350 -1.556 0.40 -0.20 -0.12
C 0.630 1.903 -3.171 -0.05 0.47 -0.08
H 1.668 1.551 -3.294 -0.36 0.11 -0.02
H 0.573 2.946 -3.522 0.16 -0.26 -0.08
H -0.029 1.292 -3.807 0.29 0.20 0.15
H 0.807 2.785 0.191 0.17 -0.17 -0.29
H 1.511 3.542 -1.266 -0.03 -0.15 0.03
H 2.153 1.989 -0.648 -0.31 0.22 -0.05
H -2.373 0.545 -0.901 0.26 -0.33 -0.35
C -2.326 -1.607 -0.798 -0.02 -0.09 0.09
C -2.166 -0.198 -2.949 -0.65 -0.15 0.02
H -2.080 0.835 -3.312 -0.03 -0.27 0.03
H -3.190 -0.547 -3.144 0.08 0.08 -0.22
H -1.470 -0.834 -3.520 -0.24 0.15 0.12
H -1.602 -1.981 -0.057 -0.29 0.20 -0.30
H -2.505 -2.385 -1.557 0.08 0.19 0.12
H -3.267 -1.436 -0.253 0.27 -0.13 -0.20
C 2.486 -0.738 -1.465 0.04 -0.12 0.03
H 1.000 -0.791 -3.074 0.37 -0.37 0.18
C 0.687 -2.493 -1.755 0.09 0.00 0.07
H 2.880 0.223 -1.821 -0.13 -0.18 0.11
H 3.158 -1.527 -1.825 0.03 0.09 0.01
H 2.503 -0.752 -0.362 -0.10 0.04 -0.37
H 0.684 -2.722 -0.675 -0.07 0.13 -0.42
H 1.451 -3.121 -2.235 -0.15 0.01 0.07
H -0.289 -2.750 -2.192 0.28 0.11 0.16
N -0.453 -0.900 4.702 0.58 1.70 -0.31
C -0.251 -0.606 6.003 0.35 0.90 -0.81
C 0.296 0.681 6.036 -0.10 -0.41 0.39
C 0.401 1.123 4.717 -0.94 -1.80 -0.75
N -0.074 0.150 3.895 0.28 -0.29 2.99
H -0.783 -1.754 4.276 0.13 0.19 -0.25
H -0.512 -1.311 6.766 0.02 -0.03 0.21
H 0.590 1.243 6.900 0.00 -0.03 0.26
H 0.778 2.037 4.276 -0.15 -0.15 0.15


Repeat the first record exactly.
46
Properties=species:S:1:pos:R:3:forces:R:3 method="wB97M-V/def2-TZVPD" homo_ev="-14.52 / -14.51" e_tot_ha=-4902.21265 e_lumo_ev="-7.74 / -10.28" multiplicity=5 charge=+2
C 3.506 0.314 2.237 -0.31 -0.70 -0.50
C 4.057 -0.383 0.821 0.17 0.21 0.75
C 5.151 0.547 0.029 0.77 0.12 0.34
C 2.800 -0.904 -0.106 1.06 -0.48 0.37
C 3.423 -2.029 -1.160 -0.39 0.73 -0.24
C 2.109 0.268 -1.029 1.63 -2.26 -1.57
O 1.494 1.370 -0.273 -4.27 0.64 -2.35
B 0.079 1.601 -0.705 2.92 -6.10 3.09
O -0.839 0.452 -0.569 0.90 4.75 -0.96
C -2.206 0.771 -1.011 -1.81 -1.00 -1.33
C -3.203 -0.479 -0.654 0.15 -0.69 -0.23
C -2.669 -1.885 -1.366 -0.08 0.00 -0.42
C -3.446 -0.746 0.944 -0.09 -0.13 0.20
C -2.851 0.408 1.945 0.60 -0.64 0.83
C -5.091 -0.945 1.141 0.38 0.62 0.21
P -0.377 3.352 -1.330 2.10 4.10 0.59
O 1.108 4.169 -1.750 -4.04 -1.27 -0.37
Br -1.386 4.572 0.359 1.09 -1.41 -1.79
H 4.363 0.890 2.796 -1.68 -1.36 -1.02
H 3.073 -0.597 2.872 1.06 2.16 -1.08
H 2.618 1.058 2.062 1.75 -1.35 0.16
H 4.640 -1.361 1.172 -1.29 2.08 -0.82
H 4.683 1.449 -0.574 0.86 -1.97 1.15
H 5.849 -0.124 -0.668 -1.74 1.56 1.34
H 5.898 1.052 0.810 -1.73 -1.21 -1.59
H 2.035 -1.433 0.635 1.37 1.26 -1.74
H 4.033 -1.430 -1.983 -1.30 -1.45 1.61
H 4.158 -2.792 -0.645 -1.64 1.67 -0.88
H 2.533 -2.612 -1.652 1.84 1.04 0.77
H 2.965 0.700 -1.739 -1.91 -0.68 1.75
H 1.359 -0.286 -1.769 1.24 1.30 1.71
H -2.662 1.747 -0.554 1.13 -1.67 -0.67
H -2.192 0.863 -2.199 -0.14 -0.14 2.49
H -4.252 -0.245 -1.129 2.09 -0.12 0.79
H -2.835 -2.833 -0.687 0.30 2.03 -1.23
H -1.518 -1.837 -1.623 -2.40 -0.05 0.57
H -3.278 -2.067 -2.355 1.37 0.38 1.87
H -2.915 -1.757 1.217 -1.14 2.03 -0.42
H -3.006 1.511 1.586 0.13 -2.18 0.64
H -3.281 0.295 3.052 0.76 0.27 -2.54
H -1.682 0.191 2.060 -2.57 0.63 -0.40
H -5.621 0.073 0.866 0.89 -2.15 0.79
H -5.352 -1.328 2.232 0.46 0.89 -1.86
H -5.420 -1.737 0.312 1.30 1.29 0.25
H 0.871 4.770 -2.526 0.62 -0.64 1.19
Fe -6.721 -2.613 0.909 -0.42 -0.14 0.51